[1]
The molecule CH2N3O2P in a non-equilibrium geometry, computed with ωB97M-V/def2-TZVPD.

Results
- Kohn-Sham gap (eV) = 9.98
- HOMO (eV) = -10.746
- SMILES = N#CP(N)[N+](=O)[O-]
- LUMO energy (eV) = -0.8
- DFT total energy (Ha) = -695.27575
- energy relative to the best compared isomer or geometry (same formula, charge and spin) (kcal/mol) = 17.23

Structure (ORCA input):
```
! RIJCOSX wB97M-V def2-TZVPD def2/J DEFGRID3
* xyz 0 1
C -0.234 -2.572 -0.613
N 0.342 -3.531 -0.410
N -0.319 -0.007 0.357
N -2.389 -1.676 0.641
O -2.542 -0.923 1.550
O -3.085 -2.614 0.343
P -1.326 -1.212 -0.830
H -0.418 0.909 -0.011
H 0.662 -0.308 0.353
*
```

***

[2]
The ion C6H11N with charge -1 in a non-equilibrium geometry, computed with ωB97M-V/def2-TZVPD.

Results
- Kohn-Sham gap (alpha / beta) (eV) = 3.80 / 6.17
- HOMO (alpha / beta) (eV) = 0.265 / -2.174
- ⟨S²⟩ = 0.756
- LUMO energy (alpha / beta) (eV) = 4.1 / 4.0
- DFT total energy (Ha) = -289.82747
- energy relative to the best compared isomer or geometry (same formula, charge and spin) (kcal/mol) = 42.84

Structure (ORCA input):
```
! RIJCOSX wB97M-V def2-TZVPD def2/J DEFGRID3
* xyz -1 2
C -1.067 1.761 -1.480
N -1.634 0.862 -0.534
C -0.842 0.078 0.292
C -1.329 -0.448 1.448
C 2.846 -1.219 0.338
C 1.352 -1.063 0.463
C 0.604 -0.192 -0.279
H -0.415 1.416 -2.263
H -0.740 2.648 -0.904
H -1.859 2.301 -2.056
H -2.601 0.931 -0.287
H -0.931 -0.717 2.411
H -2.431 -0.400 1.444
H 3.275 -0.425 -0.268
H 3.346 -1.316 1.320
H 3.056 -2.146 -0.224
H 0.957 -1.641 1.297
H 0.453 -0.207 -1.343
*
```

***

[3]
A structure of composition C5H7Br in a non-equilibrium geometry, computed with ωB97M-V/def2-TZVPD.

Results
- Kohn-Sham gap (alpha / beta) (eV) = 7.26 / 7.26
- HOMO (alpha / beta) (eV) = -8.648 / -8.649
- LUMO energy (alpha / beta) (eV) = -1.4 / -1.4
- DFT total energy (Ha) = -2768.61148
- energy relative to the best compared isomer or geometry (same formula, charge and spin) (kcal/mol) = 47.57

Structure (ORCA input):
```
! RIJCOSX wB97M-V def2-TZVPD def2/J DEFGRID3
* xyz 0 1
C -0.449 -1.738 -0.268
C 0.044 -0.792 -1.105
C -0.417 -0.731 0.918
C 0.126 0.189 -0.122
C -0.048 1.605 -0.119
Br 2.735 0.164 0.717
H -1.000 -2.589 -0.492
H 0.292 -0.779 -2.115
H -1.491 -0.373 1.243
H 0.270 -0.892 1.748
H -0.715 1.897 -0.888
H 0.910 2.115 -0.367
H -0.257 1.924 0.849
*
```

***

[4]
A structure of composition C4H7N in a non-equilibrium geometry, computed with ωB97M-V/def2-TZVPD.

Results
- Kohn-Sham gap (eV) = 9.73
- HOMO (eV) = -8.686
- LUMO energy (eV) = 1.0
- DFT total energy (Ha) = -211.25203
- energy relative to the best compared isomer or geometry (same formula, charge and spin) (kcal/mol) = 68.17

Structure (ORCA input):
```
! RIJCOSX wB97M-V def2-TZVPD def2/J DEFGRID3
* xyz 0 1
C 0.743 -0.399 0.002
C -0.621 -0.546 0.539
C 1.773 0.752 0.032
C -1.755 -0.213 -0.372
N 0.635 -1.588 -0.322
H -0.584 -0.487 1.595
H 2.380 0.689 -0.839
H 2.433 0.544 0.801
H 1.232 1.621 0.265
H -1.583 -0.286 -1.362
H -2.024 0.791 -0.025
H -2.629 -0.879 -0.313
*
```

***

[5]
A structure of composition C25H41MnN4P2S, computed with ωB97M-V/def2-TZVPD.

Results
- Kohn-Sham gap (alpha / beta) (eV) = 6.01 / 7.26
- HOMO (alpha / beta) (eV) = -12.965 / -13.275
- ⟨S²⟩ = 6.098
- LUMO energy (alpha / beta) (eV) = -7.0 / -6.0
- DFT total energy (Ha) = -3427.69932
- energy relative to the best compared isomer or geometry (same formula, charge and spin) (kcal/mol) = 2.65

Structure (ORCA input):
```
! RIJCOSX wB97M-V def2-TZVPD def2/J DEFGRID3
* xyz 2 5
Mn -0.297 -0.238 -0.616
C 0.168 -2.831 3.007
C -0.567 -1.490 2.976
C 0.371 -0.331 3.308
P -1.428 -1.173 1.379
C -2.653 -2.538 1.163
C -3.887 -2.127 0.357
C -1.982 -3.739 0.476
C -2.310 0.389 1.611
C -3.518 0.548 2.285
C -4.125 1.791 2.337
C -3.533 2.873 1.696
C -2.321 2.732 1.040
C -1.684 1.496 1.023
N -0.408 1.313 0.413
C 0.683 2.140 0.769
C 0.645 3.055 1.822
C 1.759 3.825 2.114
C 2.937 3.702 1.384
C 2.992 2.781 0.356
C 1.877 2.003 0.052
P 1.847 0.737 -1.212
C 3.325 -0.320 -0.930
C 3.466 -1.412 -1.992
C 3.278 -0.914 0.478
C 1.981 1.505 -2.875
C 0.914 2.597 -2.994
C 3.377 2.044 -3.179
H 0.698 -2.925 3.955
H 0.914 -2.899 2.210
H -0.508 -3.681 2.930
H -1.377 -1.511 3.713
H 1.186 -0.266 2.585
H 0.809 -0.493 4.293
H -0.148 0.627 3.327
H -2.959 -2.831 2.171
H -3.599 -1.723 -0.616
H -4.496 -1.379 0.855
H -4.509 -3.006 0.185
H -1.982 -3.586 -0.608
H -2.560 -4.645 0.657
H -0.963 -3.929 0.815
H -3.986 -0.298 2.773
H -5.061 1.915 2.864
H -4.019 3.840 1.712
H -1.858 3.582 0.554
H -0.249 3.164 2.420
H 1.710 4.528 2.935
H 3.799 4.309 1.625
H 3.912 2.657 -0.204
H 4.185 0.350 -1.005
H 2.746 -2.220 -1.821
H 4.451 -1.874 -1.916
H 3.360 -1.038 -3.012
H 2.405 -1.565 0.597
H 3.237 -0.143 1.247
H 4.167 -1.521 0.656
H 1.743 0.699 -3.580
H 1.139 3.427 -2.322
H -0.085 2.228 -2.760
H 0.900 2.984 -4.013
H 3.644 2.851 -2.496
H 3.384 2.459 -4.188
H 4.149 1.277 -3.132
N -0.104 -2.015 -1.843
N -1.110 -2.203 -2.804
C -2.024 -1.242 -3.067
N -2.893 -1.504 -4.033
S -2.086 0.217 -2.214
H 0.802 -2.007 -2.309
H -0.121 -2.809 -1.204
H -1.063 -3.045 -3.359
H -2.889 -2.358 -4.569
H -3.597 -0.816 -4.251
*
```

***

[6]
A structure of composition C20H23ClCuN2 in a non-equilibrium geometry, computed with ωB97M-V/def2-TZVPD.

Results
- Kohn-Sham gap (alpha / beta) (eV) = 5.07 / 5.49
- HOMO (alpha / beta) (eV) = -5.621 / -6.030
- ⟨S²⟩ = 0.761
- LUMO energy (alpha / beta) (eV) = -0.5 / -0.5
- DFT total energy (Ha) = -2985.94860

Structure (ORCA input):
```
! RIJCOSX wB97M-V def2-TZVPD def2/J DEFGRID3
* xyz 0 2
C -2.545 -0.888 -0.280
C -2.806 0.264 -1.280
H -2.459 -1.855 -0.775
H -3.455 -0.936 0.339
H -1.755 -0.801 0.504
H -2.143 0.418 -2.149
H -3.742 -0.078 -1.757
H -3.067 1.216 -0.807
C -0.164 -3.033 -0.571
C 0.633 -4.161 -0.796
C 1.812 -4.019 -1.529
C 2.144 -2.756 -2.018
H -1.064 -3.110 0.050
H 0.308 -5.111 -0.384
H 2.467 -4.865 -1.718
H 3.059 -2.577 -2.570
N 0.137 -1.824 -1.081
C 1.285 -1.661 -1.787
C 1.604 -0.289 -2.193
N 0.747 0.696 -1.787
C 1.060 1.979 -2.050
C 3.101 1.344 -3.160
C 2.231 2.347 -2.722
H 0.364 2.721 -1.674
H 2.425 3.406 -2.874
C 2.779 0.020 -2.897
H 3.419 -0.801 -3.216
H 4.011 1.591 -3.697
Cu -0.789 0.129 -0.486
C -1.090 2.055 0.073
H -1.510 2.618 -0.769
H -0.125 2.465 0.387
H -1.791 2.031 0.919
Cl -1.833 -1.489 2.915
C -1.128 0.034 3.267
C -1.684 0.815 4.274
C -1.114 2.055 4.595
C 0.043 2.482 3.937
C 0.607 1.704 2.932
C -0.001 0.486 2.523
C 0.431 -0.190 1.333
H -2.566 0.452 4.794
H -1.575 2.677 5.367
H 0.507 3.435 4.203
H 1.508 2.040 2.410
H 1.297 0.243 0.827
H 0.429 -1.279 1.374
*
```

***

[7]
A cluster of 6 separate species, C27H33NO15P in total in a non-equilibrium geometry, computed with ωB97M-V/def2-TZVPD.

Results
- Kohn-Sham gap (eV) = 7.83
- HOMO (eV) = -5.737
- LUMO energy (eV) = 2.1
- DFT total energy (Ha) = -2573.33809

Structure (ORCA input):
```
! RIJCOSX wB97M-V def2-TZVPD def2/J DEFGRID3
* xyz -1 1
N -1.109 -0.188 0.975
O -1.784 0.841 1.129
O -1.667 -1.107 0.401
O 0.101 -0.235 1.190
C -2.424 3.063 -1.612
C -1.998 3.916 -2.605
C -2.842 4.022 -3.724
C -4.059 3.358 -3.766
C -4.444 2.578 -2.714
C -3.594 2.316 -1.670
O -3.852 1.380 -0.684
O -2.548 4.840 -4.733
H -1.735 2.762 -0.837
H -1.052 4.416 -2.458
H -4.790 3.520 -4.545
H -5.318 1.969 -2.894
H -3.045 0.973 -0.359
H -1.727 4.462 -5.056
C -2.855 4.349 4.437
C -2.813 4.514 5.825
C -2.093 3.528 6.521
C -1.448 2.477 5.882
C -1.590 2.256 4.457
C -2.250 3.255 3.748
O -2.260 3.272 2.352
O -1.986 3.658 7.895
H -3.248 5.151 3.830
H -3.271 5.378 6.283
H -0.703 1.889 6.399
H -1.223 1.356 3.986
H -2.027 2.486 1.852
H -1.084 3.410 8.110
C 4.224 0.864 -2.201
C 3.213 0.151 -1.560
C 3.597 -0.418 -0.387
C 4.838 -0.241 0.227
C 5.710 0.549 -0.387
C 5.461 1.168 -1.660
O 6.423 1.821 -2.358
O 2.792 -1.305 0.262
H 4.146 1.430 -3.117
H 2.346 -0.138 -2.134
H 5.138 -0.753 1.130
H 6.715 0.619 0.002
H 7.202 1.818 -1.797
H 2.086 -0.909 0.777
C -0.417 -2.036 -4.257
C -0.120 -1.083 -5.228
C 0.068 0.277 -4.919
C -0.056 0.743 -3.586
C -0.435 -0.233 -2.606
C -0.695 -1.567 -2.958
O -1.096 -2.489 -1.972
O 0.482 1.068 -5.933
H -0.628 -3.081 -4.424
H -0.106 -1.461 -6.239
H 0.275 1.730 -3.297
H -0.467 0.066 -1.569
H -1.384 -2.001 -1.197
H 0.191 1.951 -5.693
C 0.755 -3.154 2.911
O -0.182 -3.884 2.109
P -0.060 -5.460 1.709
O -1.330 -6.093 1.283
O 1.230 -5.534 0.670
C 1.579 -4.552 -0.286
O 0.650 -6.069 3.018
C 1.507 -7.243 2.613
H 0.720 -2.072 2.789
H 1.698 -3.599 2.592
H 0.463 -3.314 3.949
H 2.558 -4.126 -0.066
H 1.010 -3.629 -0.170
H 1.438 -4.938 -1.296
H 1.196 -7.839 1.755
H 1.518 -8.128 3.248
H 2.487 -6.767 2.638
*
```

***

[8]
A structure of composition C12H30GeLiN2OSe3, computed with ωB97M-V/def2-TZVPD.

Results
- Kohn-Sham gap (eV) = 8.63
- HOMO (eV) = -10.941
- LUMO energy (eV) = -2.3
- DFT total energy (Ha) = -9948.58784

Structure (ORCA input):
```
! RIJCOSX wB97M-V def2-TZVPD def2/J DEFGRID3
* xyz 1 1
Li -1.283 0.619 -0.783
C -5.220 2.753 0.020
Se -4.158 1.127 -0.077
C -3.952 0.851 1.841
C -3.560 -0.581 2.142
Se -1.847 -1.115 1.345
C -2.442 -2.790 0.557
H -4.739 3.476 0.673
H -6.220 2.526 0.374
H -5.270 3.157 -0.987
H -4.916 1.065 2.299
H -3.222 1.562 2.221
H -4.303 -1.276 1.755
H -3.471 -0.729 3.213
H -2.786 -3.458 1.340
H -1.586 -3.233 0.051
H -3.231 -2.599 -0.165
N -2.815 -1.967 -3.536
C -1.490 -2.338 -3.554
C -0.844 -1.390 -2.826
N -1.751 -0.443 -2.365
C -2.927 -0.833 -2.814
H -3.572 -2.449 -3.990
H -1.138 -3.211 -4.078
H 0.211 -1.301 -2.616
H -3.866 -0.327 -2.656
C 4.474 -0.399 2.076
Ge 4.517 0.881 0.609
C 6.301 0.978 -0.155
C 3.884 2.613 1.237
C 3.242 0.360 -0.808
Se 1.477 -0.088 -0.102
C 1.758 -1.992 0.156
H 5.104 -0.027 2.887
H 4.860 -1.374 1.770
H 3.460 -0.516 2.462
H 7.016 1.268 0.619
H 6.349 1.711 -0.962
H 6.598 0.003 -0.549
H 4.471 2.959 2.090
H 2.843 2.526 1.554
H 3.951 3.363 0.446
H 3.568 -0.481 -1.421
H 3.091 1.211 -1.473
H 2.636 -2.152 0.773
H 1.878 -2.484 -0.806
H 0.885 -2.389 0.669
O -0.854 2.067 0.291
H -0.938 3.025 0.308
H -0.172 1.841 0.941
*
```

***

[9]
A structure of composition C37H43NO11P5RhTe, computed with ωB97M-V/def2-TZVPD.

Results
- Kohn-Sham gap (alpha / beta) (eV) = 7.05 / 7.05
- HOMO (alpha / beta) (eV) = -6.936 / -8.075
- ⟨S²⟩ = 6.050
- LUMO energy (alpha / beta) (eV) = 0.1 / -1.0
- DFT total energy (Ha) = -4403.75363
- energy relative to the best compared isomer or geometry (same formula, charge and spin) (kcal/mol) = 3.33

Structure (ORCA input):
```
! RIJCOSX wB97M-V def2-TZVPD def2/J DEFGRID3
* xyz 0 5
Rh -0.230 1.179 1.376
O -0.757 1.759 5.838
P -0.256 2.046 4.351
O 0.418 3.382 4.218
O -1.398 1.782 3.407
O 0.837 0.874 4.146
P 2.148 0.785 3.147
O 2.252 2.295 2.631
O 3.308 0.266 3.874
O 1.625 0.033 1.912
H -0.086 1.995 6.486
H 1.935 2.938 3.301
C 0.085 1.445 -2.278
P 0.894 0.908 -0.727
C 2.510 1.729 -0.675
C 3.658 1.120 -0.179
C 4.811 1.862 0.035
C 4.824 3.222 -0.228
C 3.675 3.844 -0.698
C 2.524 3.104 -0.911
C 1.025 -0.893 -0.822
C 2.103 -1.626 -1.204
C 2.051 -3.034 -1.312
C 0.840 -3.718 -1.055
C -0.256 -3.051 -0.631
C -0.265 -1.571 -0.434
P 0.539 0.990 -4.012
C -0.066 -0.726 -4.185
C 0.557 -1.601 -5.078
C 0.032 -2.861 -5.326
C -1.138 -3.270 -4.698
C -1.786 -2.399 -3.836
C -1.258 -1.139 -3.588
C 2.363 0.847 -3.940
C 3.094 -0.332 -3.804
C 4.480 -0.304 -3.739
C 5.159 0.906 -3.799
C 4.445 2.086 -3.951
C 3.061 2.051 -4.041
H 0.138 2.538 -2.258
H -0.984 1.248 -2.155
H 3.641 0.081 0.112
H 5.688 1.375 0.441
H 5.719 3.802 -0.044
H 3.667 4.911 -0.879
H 1.626 3.617 -1.237
H 3.022 -1.122 -1.464
H 2.931 -3.582 -1.619
H 0.793 -4.791 -1.193
H -1.184 -3.579 -0.446
H -1.046 -1.183 -1.107
H 1.461 -1.296 -5.591
H 0.538 -3.523 -6.016
H -1.543 -4.255 -4.888
H -2.710 -2.697 -3.355
H -1.805 -0.466 -2.939
H 2.581 -1.283 -3.741
H 5.031 -1.230 -3.629
H 6.239 0.928 -3.733
H 4.965 3.034 -4.003
H 2.512 2.976 -4.176
C -1.246 4.258 0.891
O -0.161 3.506 1.420
H -1.022 5.325 0.913
H -2.164 4.060 1.444
H -1.392 3.943 -0.141
H -0.057 3.687 2.379
C -5.621 2.930 3.512
C -4.393 2.572 2.719
O -4.456 1.136 2.434
P -3.364 0.413 1.555
O -2.484 1.321 0.762
Te -2.456 -1.136 3.256
O -4.158 -0.507 0.543
C -5.314 -1.283 0.936
C -6.578 -0.574 0.516
H -5.648 4.010 3.665
H -5.614 2.447 4.489
H -6.528 2.636 2.983
H -3.472 2.751 3.269
H -4.350 3.100 1.769
H -5.292 -1.466 2.011
H -5.204 -2.244 0.437
H -6.736 0.328 1.108
H -7.433 -1.237 0.655
H -6.525 -0.297 -0.537
N -0.829 -1.082 0.875
C -1.036 -1.847 1.858
C -0.370 -3.126 2.196
C 1.022 -3.142 2.190
C 1.689 -4.307 2.541
C 0.974 -5.449 2.879
C -0.416 -5.427 2.889
C -1.091 -4.261 2.566
H 1.564 -2.238 1.925
H 2.771 -4.318 2.553
H 1.499 -6.357 3.149
H -0.973 -6.315 3.160
H -2.174 -4.234 2.580
*
```

***

[10]
A structure of composition C7H12O3Tl in a non-equilibrium geometry, computed with ωB97M-V/def2-TZVPD.

Results
- Kohn-Sham gap (alpha / beta) (eV) = 8.62 / 3.91
- HOMO (alpha / beta) (eV) = -21.576 / -19.992
- LUMO energy (alpha / beta) (eV) = -13.0 / -16.1
- DFT total energy (Ha) = -670.70692
- energy relative to the best compared isomer or geometry (same formula, charge and spin) (kcal/mol) = 0.00

Structure (ORCA input):
```
! RIJCOSX wB97M-V def2-TZVPD def2/J DEFGRID3
* xyz 3 1
C 0.779 3.437 0.479
C -0.452 3.586 0.978
H 0.939 3.157 -0.565
H 1.664 3.698 1.063
H -1.337 3.468 0.348
H -0.615 4.028 1.964
H 0.430 1.616 1.488
O 0.063 -3.939 -3.284
C -0.493 -3.040 -2.588
O -1.660 -2.646 -2.883
O 0.169 -2.547 -1.565
C -0.458 -1.522 -0.789
C 0.520 -1.152 0.312
C -0.010 -0.325 1.381
C 0.740 0.618 2.116
Tl -1.586 -3.933 -4.332
H -1.399 -1.901 -0.370
H -0.667 -0.655 -1.428
H 1.490 -0.793 -0.056
H 0.750 -2.065 0.919
H -1.068 -0.447 1.644
H 0.371 0.818 3.128
H 1.828 0.540 2.040
*
```

***

[11]
A structure of composition C3H7NO2S in a non-equilibrium geometry, computed with ωB97M-V/def2-TZVPD.

Results
- Kohn-Sham gap (alpha / beta) (eV) = 8.00 / 6.47
- HOMO (alpha / beta) (eV) = -16.001 / -15.510
- ⟨S²⟩ = 1.121
- LUMO energy (alpha / beta) (eV) = -8.0 / -9.0
- DFT total energy (Ha) = -721.40207
- energy relative to the best compared isomer or geometry (same formula, charge and spin) (kcal/mol) = 138.82

Structure (ORCA input):
```
! RIJCOSX wB97M-V def2-TZVPD def2/J DEFGRID3
* xyz 1 2
O -0.971 -1.325 -0.382
C -0.610 0.012 0.155
O -1.364 0.622 1.024
C -0.031 0.888 -0.903
C 0.970 0.378 0.182
S 2.171 -0.889 -0.322
N 0.229 0.349 -2.232
H -0.087 -1.754 -0.360
H -0.511 1.890 -0.860
H 1.290 1.153 0.831
H -0.469 -0.380 3.735
H -1.121 -0.772 4.026
H -0.586 -0.132 -2.575
H 1.089 -0.041 -2.319
*
```